116
Properties=species:S:1:pos:R:3 method="wB97M-V/def2-TZVPD" charge=-1 max_force_ev_per_a=0.853 e_homo_ev="-5.676 / -5.783" s_squared=4.125 e_lumo_ev="0.27 / 2.14" orbital_gap_ev="5.95 / 7.93" e_tot_ha=-10190.7782 relative_energy_kcal_mol=8.24 spin_multiplicity=4
C -0.9370 1.2255 4.6312
C 5.8983 -2.4144 2.3595
C 0.0569 -2.1457 5.1533
H 0.9244 -9.1660 3.7452
H 4.1373 -3.0812 -2.2934
S 2.8848 -1.3624 3.2466
C 2.5737 -6.6235 1.0347
C -0.6974 -3.3079 7.1355
H 2.6433 2.5985 5.0794
C 0.7374 -6.0607 -0.5696
I -2.1527 1.4721 0.2334
H 1.8002 -7.2790 1.4321
C -1.0724 -2.1094 7.7159
C -0.5222 -5.5320 4.6954
H 3.4892 -4.6805 6.7071
H 6.1081 -2.3619 5.7375
H 5.6692 -4.5418 5.0307
C 6.6510 0.2899 5.6174
O 0.8310 1.2805 -0.9512
C 2.6146 -4.1397 6.3449
C 2.0510 -6.3593 5.3358
H -2.7834 0.5079 5.4871
C 0.6693 3.0299 4.3862
H -2.2325 -4.2029 4.7734
H -0.7405 -7.4689 3.8103
H 5.7687 0.3580 6.2572
C 5.4695 -4.3002 3.9865
C 4.3638 -3.6306 0.7400
H 1.8462 -9.2129 5.2490
H 2.1644 -3.6051 7.1826
C 5.8779 -2.8841 3.6813
H 1.7280 4.8812 4.6438
C -3.9055 0.2886 -0.0052
C -2.3543 0.7353 4.5080
H 1.4385 4.4423 2.9605
C 6.1552 -1.0706 2.0936
H 4.3952 -4.4279 3.8116
C -0.1226 -3.3389 5.8663
H -2.9754 1.4912 4.0275
H 7.7151 -3.9068 1.1672
C -0.0719 -6.8063 4.3506
H -1.3822 3.1318 3.7808
H 2.9566 -3.3870 5.6264
H 2.8616 0.6588 6.8639
H 2.6548 -2.3634 -2.9220
H 3.4340 -7.2349 0.7527
C 6.1014 -0.5045 0.6994
H -2.4060 -0.1737 3.9072
H 2.1468 -0.8644 6.3312
H -0.8324 -4.2426 7.6667
C 4.1903 -4.6019 -0.2579
C 2.8338 -4.9081 -0.8063
H 3.2894 -0.0189 5.2930
C 6.4079 -0.6553 4.4722
C 6.7306 -4.1066 0.7607
H -4.2705 0.4979 -1.0031
Ge 2.7906 -2.6693 1.4048
H 0.1141 -6.7671 -0.0312
C -0.6123 2.5113 4.2264
C 1.0051 4.4321 3.9607
C 6.5583 -5.0640 -0.2231
C 6.4081 -0.2107 3.1622
H 7.4105 -5.6154 -0.6014
C -0.8391 -0.9273 7.0363
H 0.6239 -3.9078 -3.1573
C 0.3327 -4.6803 5.3877
C -1.8906 -5.0921 4.2467
C 2.3372 -4.2388 -1.9268
S 2.1255 -1.2817 -0.1618
H -2.6244 -5.8854 4.3968
C 1.2005 -7.2424 4.6758
H 5.1316 -0.0317 0.5211
C 5.2897 -5.3147 -0.7217
H 7.4814 -0.0483 6.2405
O 2.2915 2.9077 0.2309
C 5.6438 -3.3856 1.2521
H 2.6001 -8.6112 3.7780
H 6.2391 -1.2703 -0.0629
C 3.1771 -3.3041 -2.7565
S 1.0479 2.2058 0.2469
H -1.6579 -6.4422 -1.6523
C 1.6359 2.2153 4.9481
C 6.1415 -2.0009 4.7141
C -0.2711 -0.9264 5.7640
H 6.8674 0.2598 0.5648
H 5.1386 -6.0645 -1.4894
C 0.2001 -5.3507 -1.6371
O 0.9672 1.1288 1.3484
C 1.0211 -4.4674 -2.3172
C -1.2472 -5.5002 -2.0168
S 1.3251 -4.0706 2.3238
H -1.8361 -4.6867 -1.5872
Mn 0.1560 -0.1748 0.2038
H -1.0789 0.0254 7.4938
C 2.4678 0.1211 5.9980
O -0.1289 3.0652 0.3793
C 0.0612 0.4169 5.1937
S -0.6885 -1.3579 1.9207
H 6.8812 1.2925 5.2584
H -1.8720 -4.8539 3.1794
H 2.8972 -5.9597 1.8403
C 1.3562 0.9153 5.3564
C 1.6416 -5.0853 5.6913
H 5.9856 -5.0241 3.3548
F -0.6574 -1.1026 -1.0701
H -4.6107 0.6408 0.7383
H 0.1143 5.0601 3.9374
C 2.0404 -5.8536 -0.1426
H 3.0622 -6.6736 5.5762
C 1.6658 -8.6335 4.3408
H 6.5890 0.8387 2.9550
I -3.8697 -1.8264 0.1663
Ge 0.8054 -2.1246 3.3484
H -1.5164 -2.0945 8.7035
H -1.3797 -5.4614 -3.0986
H 3.3725 -3.7589 -3.7315